A 2-piece molecular cluster, C6H11N2P overall. Source: the Open Molecules 2025 dataset; level of theory: ωB97M-V/def2-TZVPD.

Last column: Mulliken charge in e.
CARTESIAN COORDINATES (ANGSTROEM)
H1 -0.98059 -0.34863 -3.66766  0.30
C1 -1.36061 1.37630 0.03717  -0.35
H2 -2.53625 0.07248 -1.25545  0.47
C2 0.57869 0.85223 -1.13332  -0.63
H3 0.55502 2.01981 2.04239  0.34
C3 1.30256 -2.56036 2.32609  -0.89
H4 -1.07132 -1.57938 -2.43899  0.33
H5 -1.85993 1.66128 0.94032  0.38
H6 1.64801 2.01175 0.69290  0.38
C4 0.64899 2.32871 0.97861  -1.03
C5 -0.46529 -0.69204 -2.69372  -0.95
P1 0.26593 -1.57509 1.12177  0.10
N1 -0.51914 0.28894 -1.69865  0.39
H7 0.57687 -0.93704 -2.89743  0.35
H8 2.44372 -2.75369 2.30251  0.29
C6 -1.71849 0.57812 -1.01159  -0.66
H9 1.25232 -2.16575 3.32981  0.28
N2 -0.02998 1.60720 -0.09505  0.30
H10 0.77047 -3.56133 2.26045  0.24
H11 0.49902 3.37648 0.85983  0.34

Cartesian forces, eV/Å:
1.01 -0.18 1.25
-0.63 -1.04 -1.41
-3.48 -1.70 -0.85
-0.86 1.23 1.07
-0.80 -0.24 -0.89
0.73 -1.21 -0.31
0.61 0.16 0.30
-0.47 0.29 -0.10
0.76 0.88 0.49
1.78 -1.37 -0.94
-1.14 -0.83 -2.97
0.90 -0.20 0.41
-0.64 1.33 2.11
-0.22 -0.12 0.00
-1.72 0.37 -1.03
4.04 1.73 1.31
-0.72 0.15 0.46
0.04 -0.94 0.55
0.80 0.86 0.48
0.02 0.81 0.06

Values from the calculation:
**DFT total energy**: -685.8977 Ha
**HOMO-LUMO gap (spin up / spin down)**: 7.0 / 7.1 eV
**Energy relative to the best compared isomer or geometry (same formula, charge and spin)**: 3.473 eV
**LUMO energy (spin up / spin down)**: -0.788 / -0.796 eV
**Net charge**: 0
**HOMO level (spin up / spin down)**: -0.285 / -0.289 Ha

***

An isolated ion of composition C6H11N2S and charge +1. Source: the Open Molecules 2025 dataset; level of theory: ωB97M-V/def2-TZVPD.

Last column: Mulliken charge in e.
CARTESIAN COORDINATES (ANGSTROEM)
H1 1.60039 -0.19434 1.04773  0.35
C1 0.30970 0.58388 -0.40413  0.20
C2 2.92311 0.78785 -0.18152  -0.75
H2 -0.14207 -0.22089 -2.17753  0.19
N1 1.71086 -0.08874 0.06530  -0.28
H3 -3.13305 -1.07417 2.92462  0.36
C3 -2.99781 -1.14889 0.71546  -0.46
H4 -4.00005 -1.63136 0.52538  0.34
H5 2.72255 1.27441 -1.22280  0.29
H6 0.49259 1.63254 -0.01554  0.41
H7 0.44125 1.23057 -2.27179  0.22
N2 0.44685 0.39176 -1.78379  -0.49
C4 -0.94273 -0.05860 0.30965  0.21
H8 2.93024 1.47468 0.65128  0.33
S1 -1.14243 0.00718 2.03569  -0.13
C5 -2.65497 -0.71849 1.95438  -0.27
C6 -2.01523 -0.71778 -0.23546  -0.51
H9 -2.31487 -0.76227 -1.30343  0.27
H10 3.88393 0.31680 -0.26593  0.35
H11 1.88174 -1.08413 -0.36758  0.38

Cartesian forces, eV/Å:
0.25 -0.61 1.26
0.28 -0.64 1.17
-1.76 1.16 -2.17
-2.69 -2.82 -1.59
0.73 -2.03 -0.40
0.55 0.94 -1.45
-0.76 0.46 -0.27
1.55 0.52 -0.07
0.43 -0.54 2.07
-0.43 -1.04 -0.83
0.01 1.64 -1.23
1.54 2.12 1.76
1.40 0.04 -0.42
0.15 0.55 -0.17
0.74 0.65 -0.34
-0.88 -1.94 2.23
-1.13 0.15 -1.30
0.87 -0.11 0.64
0.05 -0.89 0.22
-0.90 2.40 0.88

Values from the calculation:
**DFT total energy**: -742.6343 Ha
**HOMO-LUMO gap**: 9.9 eV
**SMILES string**: C[NH2+][C@@H](N)c1cccs1
**Energy relative to the best compared isomer or geometry (same formula, charge and spin)**: 2.045 eV
**LUMO energy**: -2.985 eV
**Net charge**: +1
**HOMO level**: -0.473 Ha

***

C6H11N3 as an isolated structure. Source: the Open Molecules 2025 dataset; level of theory: ωB97M-V/def2-TZVPD.

Last column: Mulliken charge in e.
CARTESIAN COORDINATES (ANGSTROEM)
H1 2.18099 1.71290 -0.97262  0.36
C1 0.90902 -0.52724 1.22907  -0.74
H2 -2.58343 0.15139 -0.93100  0.28
H3 1.15776 -0.97787 -1.71404  0.38
N1 1.76358 1.79251 0.14669  -0.74
H4 0.79994 2.78479 -0.11628  0.31
C2 -1.34805 -0.13045 0.46354  -0.04
C3 -0.31112 0.46553 -0.43994  -0.74
C4 1.02922 0.35854 0.08861  0.83
C5 -0.67687 -1.22400 -0.37532  -0.07
H5 0.08846 -0.56220 1.92346  0.20
H6 -0.53599 1.31296 -1.13641  0.36
H7 -3.87541 0.27082 0.51143  0.27
H8 -1.31872 0.17588 1.55729  0.25
N2 -2.66340 0.58725 0.04020  -0.72
H9 -1.14522 -1.56632 -1.31235  0.32
H10 2.57809 -1.46798 -0.42716  0.25
N3 0.62230 -1.67043 0.18133  -0.53
H11 1.77822 -0.62327 1.96292  0.28
C6 1.55063 -0.86282 -0.67940  -0.51

Cartesian forces, eV/Å:
-1.23 0.80 3.94
1.01 -2.94 3.45
-1.75 1.28 0.93
1.23 0.40 0.25
-2.45 0.49 -5.06
3.47 -4.01 1.03
-3.15 3.36 1.06
-2.56 -1.15 -0.42
2.32 3.87 -0.51
-0.11 3.68 0.85
0.12 0.73 0.17
-0.16 -1.39 0.38
5.21 0.35 -1.72
0.13 -1.46 -1.47
-2.28 -3.00 -0.81
0.38 -0.54 0.92
-1.82 2.43 -0.98
-0.28 0.88 0.44
-0.39 -0.49 -1.84
2.28 -3.29 -0.59

Values from the calculation:
**DFT total energy**: -399.1354 Ha
**HOMO-LUMO gap**: 9.4 eV
**Energy relative to the best compared isomer or geometry (same formula, charge and spin)**: 9.792 eV
**LUMO energy**: 0.712 eV
**Net charge**: 0
**HOMO level**: -0.318 Ha

***

A 2-piece molecular cluster, C6H11N3O overall. Source: the Open Molecules 2025 dataset; level of theory: ωB97M-V/def2-TZVPD.

Last column: Mulliken charge in e.
CARTESIAN COORDINATES (ANGSTROEM)
C1 1.77167 -1.13744 -2.34553  -1.00
C2 -0.43348 1.59037 2.40137  -1.14
O1 -0.22296 0.08093 -1.85405  -0.60
N1 -1.64217 -1.48479 0.91954  -0.03
H1 1.28650 2.06001 -1.43702  0.23
H2 -3.49257 -0.86531 0.09349  0.40
H3 0.29390 2.11634 1.77040  0.19
H4 -1.55259 -2.36581 0.44213  0.24
C3 0.98653 0.07726 -1.93031  0.69
H5 -1.14389 2.37394 2.57824  0.35
H6 1.23647 -1.60963 -3.16579  0.29
C4 -1.08953 0.42805 1.75277  0.97
C5 -0.62134 -0.84617 1.55669  -0.83
H7 2.73136 1.19417 -1.69466  0.19
N2 -2.32296 0.57381 1.17826  -0.65
H8 0.11985 1.32176 3.29474  0.32
H9 0.31938 -1.29219 1.83634  0.39
C6 -2.61530 -0.58773 0.65268  -0.20
N3 1.72556 1.19307 -1.69712  -0.39
H10 1.91176 -1.86871 -1.55442  0.24
H11 2.75382 -0.95196 -2.79776  0.36

Cartesian forces, eV/Å:
0.50 -0.49 -0.93
0.82 0.36 -0.33
-0.10 -0.18 0.04
0.20 -1.01 -0.96
-0.29 -0.17 0.04
-0.08 0.15 0.03
0.08 -0.45 -0.30
-0.07 -0.05 0.14
0.08 0.28 -0.02
-0.62 0.13 0.56
-0.37 -0.18 0.19
0.35 0.08 -0.23
-0.04 0.85 0.56
-0.13 -0.22 -0.10
-0.42 0.09 -0.13
-0.17 -0.01 0.31
-0.19 -0.18 -0.05
0.19 0.09 0.38
0.51 0.43 0.15
-0.20 0.07 0.21
-0.05 0.41 0.45

Values from the calculation:
**DFT total energy**: -474.7522 Ha
**HOMO-LUMO gap**: 8.9 eV
**SMILES string**: Cc1c[nH]cn1.CC(N)=O
**Energy relative to the best compared isomer or geometry (same formula, charge and spin)**: 0.379 eV
**LUMO energy**: 0.715 eV
**Net charge**: 0
**HOMO level**: -0.302 Ha

***

A 2-piece molecular cluster, C6H11N3O3S overall. Source: the Open Molecules 2025 dataset; level of theory: ωB97M-V/def2-TZVPD.

Last column: Löwdin spin population.
CARTESIAN COORDINATES (ANGSTROEM)
C1 -2.67449 -0.89472 -0.06020  0.00
H1 3.49428 1.68180 -1.43472  0.06
H2 -1.78151 2.27986 1.07902  0.00
O1 4.37486 1.16423 0.70758  0.06
N1 3.79465 0.22476 -0.13720  0.53
H3 -3.46905 0.14929 1.44890  0.00
H4 4.86265 0.73598 1.44702  0.00
N2 -0.55882 -1.88526 0.32053  0.00
S1 -0.46697 0.30867 -1.28330  0.00
C2 -2.18319 1.60931 0.28023  0.00
C3 -2.53593 0.21510 0.97790  0.00
H5 -1.74308 -0.07269 1.62468  0.00
H6 -3.12243 2.10740 -0.14774  0.00
H7 -3.45576 -0.69880 -0.77030  0.00
N3 -1.28973 1.47688 -0.86396  0.00
H8 2.82863 -0.09151 -1.81043  0.04
H9 -3.06533 -1.88237 0.45634  0.00
C4 0.56679 -1.28569 0.48063  0.00
O2 0.88988 -0.14446 -0.09846  0.03
O3 3.75499 -0.95260 0.19626  0.53
C5 -1.30048 -1.22908 -0.74597  0.00
C6 3.23399 0.71749 -1.21385  0.73
H10 -1.36766 -1.89882 -1.68690  0.00
H11 1.21372 -1.63478 1.23394  0.00

Cartesian forces, eV/Å:
0.02 -2.19 -0.02
0.34 2.05 -1.08
-0.04 -0.31 -0.92
0.25 0.78 0.56
3.37 -0.76 5.40
-1.19 0.82 1.23
-0.65 -0.33 -0.95
1.56 0.18 -1.19
0.68 -0.79 0.06
-1.66 -0.72 0.61
0.80 0.55 -2.71
0.57 -0.08 0.88
1.19 -0.70 0.76
-0.29 0.52 -0.59
-0.37 1.57 0.63
-0.01 0.79 -0.35
1.13 1.82 -0.90
-1.91 -0.12 0.39
-0.41 0.01 -0.75
-0.08 -2.25 0.63
-1.38 -1.36 0.39
-2.95 -0.22 -4.36
-0.04 1.01 1.52
1.07 -0.30 0.76

Values from the calculation:
**DFT total energy**: -1023.0739 Ha
**HOMO-LUMO gap (spin up / spin down)**: 6.6 / 7.9 eV
**Energy relative to the best compared isomer or geometry (same formula, charge and spin)**: 3.223 eV
**LUMO energy (spin up / spin down)**: 0.629 / -1.336 eV
**Spin multiplicity**: 3
**Net charge**: 0
**HOMO level (spin up / spin down)**: -0.220 / -0.339 Ha

***

A 2-piece molecular cluster, C6H11N3S overall. Source: the Open Molecules 2025 dataset; level of theory: ωB97M-V/def2-TZVPD.

Last column: Mulliken charge in e.
CARTESIAN COORDINATES (ANGSTROEM)
C1 -1.92766 -1.97288 0.95831  -0.24
H1 -0.95870 -2.54303 0.89414  0.26
C2 2.62097 0.99019 -0.13024  -0.17
H2 2.60081 0.67978 2.11790  0.34
S1 -1.26483 2.00061 0.13470  -0.40
H3 -3.88976 -2.03297 -0.10545  0.37
H4 -2.59148 -2.65043 -0.86009  0.28
H5 2.49366 -0.13770 -0.37216  0.21
H6 -3.21513 -3.68868 0.53033  0.30
C3 -3.05096 -2.62013 0.19887  -1.06
C4 2.28608 1.36767 1.34756  -1.00
H7 1.19947 1.37977 1.53520  0.16
H8 3.61290 1.28191 -0.33417  0.30
H9 1.04216 2.50643 -3.84318  0.21
H10 2.62417 2.29505 1.60965  0.35
H11 -2.21944 -1.76427 1.99721  0.31
C5 1.77032 1.63582 -1.15294  0.03
C6 -1.46702 0.50094 0.45579  0.31
N1 0.63441 1.79660 -3.20264  -1.07
N2 1.40950 1.63304 -2.24854  0.63
N3 -1.70948 -0.65776 0.46975  -0.13

Cartesian forces, eV/Å:
0.08 0.80 1.34
-1.12 0.36 0.19
-1.61 -1.78 0.39
0.78 -0.52 -0.21
0.34 1.89 0.03
-0.96 0.44 1.13
-0.53 -0.72 1.23
0.47 1.63 0.83
-0.24 1.41 -0.37
2.12 -1.93 -2.92
-2.13 -2.39 -0.91
0.25 0.14 -0.51
1.38 0.07 -0.30
-0.22 -0.69 0.36
1.06 2.54 0.41
0.31 -0.80 0.13
1.52 -0.47 2.68
-0.75 -2.23 -0.49
-0.23 0.33 -2.20
-1.16 1.12 -0.54
0.66 0.81 -0.30

Values from the calculation:
**DFT total energy**: -797.5208 Ha
**HOMO-LUMO gap (spin up / spin down)**: 8.4 / 8.4 eV
**Energy relative to the best compared isomer or geometry (same formula, charge and spin)**: 3.512 eV
**LUMO energy (spin up / spin down)**: 0.552 / 0.552 eV
**Net charge**: 0
**HOMO level (spin up / spin down)**: -0.287 / -0.287 Ha

***

Q: Which formula does entry 5 have?
A: C6H11N3O3S

***

Q: net charge of number 4 (C6H11N3O)?
A: 0

***

Q: Among the records above, which one has the highest DFT total energy?
A: C6H11N3